Entry 1:
A structure of composition C11H26BrNO, computed with ωB97M-V with the def2-TZVPD basis set.

Each line ends with the Mulliken charge.
Geometry (Å):
C (6.08364, -1.53738, -0.14018)  -0.6265
O (5.88348, -0.11692, -0.23547)  -0.4042
C (4.90982, 0.35746, 0.72805)  -0.5217
C (3.45437, 0.21254, 0.08588)  -0.4620
C (2.54885, 1.54878, 0.22955)  -0.5169
C (1.02222, 1.04437, 0.15172)  -0.6612
C (0.01978, 2.12153, -0.47512)  -0.5929
C (-1.28946, 1.31945, -1.02024)  -0.3397
C (-2.64047, 1.84299, -0.39838)  -0.5069
C (-3.67466, 0.81961, 0.22950)  -0.8779
C (-3.34366, -0.72972, 0.17540)  0.1535
C (-4.42640, -1.66505, 0.88221)  -0.6084
N (-4.21568, -3.04533, 0.25544)  -0.2828
H (5.72684, -2.07960, -1.08597)  0.2263
H (7.20454, -1.74337, -0.06535)  0.2344
H (5.54850, -2.03366, 0.72740)  0.2907
H (4.94855, -0.24227, 1.70424)  0.2955
H (5.10077, 1.45038, 0.96256)  0.3414
H (2.88866, -0.59319, 0.67732)  0.2716
H (3.47695, -0.17179, -0.98945)  0.2935
H (2.76816, 1.98880, 1.25637)  0.3422
H (2.83120, 2.25052, -0.61209)  0.2913
H (1.05127, 0.09585, -0.49026)  0.3748
H (0.70043, 0.77566, 1.20677)  0.1434
H (0.53921, 2.63722, -1.35742)  0.3368
H (-0.25419, 2.94341, 0.25487)  0.2455
H (-1.30813, 1.54079, -2.14250)  0.2205
H (-1.04448, 0.22840, -0.91896)  0.2423
H (-3.19040, 2.44152, -1.20529)  0.2160
H (-2.38434, 2.61965, 0.40593)  0.2855
H (-3.89155, 1.12302, 1.31648)  0.2545
H (-4.67976, 0.95881, -0.30878)  0.3079
H (-2.36796, -0.88714, 0.76706)  0.2905
H (-3.16502, -1.08081, -0.96683)  -0.2720
H (-5.48947, -1.29654, 0.75224)  0.3301
H (-4.13240, -1.79078, 1.97929)  0.2542
H (-3.32485, -3.07544, -0.28760)  0.3589
H (-4.95765, -3.28267, -0.42226)  0.3494
H (-4.11918, -3.76810, 0.99054)  0.3666
Br (-2.80754, -1.18099, -2.61671)  -0.6441

**Net charge**: 0
**E_HOMO**: -7.0 eV
**Kohn-Sham gap**: 6.50 eV


Entry 2:
The molecule C6H11N, computed with ωB97M-V with the def2-TZVPD basis set.

Each line ends with the Mulliken charge.
Geometry (Å):
C (-0.51128, -1.77333, 3.12809)  -0.8792
N (-0.60148, -0.51238, 2.43087)  -0.1917
C (-0.20546, -0.41277, 1.12388)  -0.1040
C (-0.41632, 0.59223, 0.24546)  -0.6690
C (-0.18019, 0.40104, -1.19195)  -0.3074
C (0.56422, 1.21567, -1.94282)  0.0067
C (0.73387, 1.19593, -3.41993)  -1.1648
H (-0.67415, -1.65376, 4.19488)  0.3137
H (0.50727, -2.17331, 3.04061)  0.3139
H (-1.13340, -2.55141, 2.68243)  0.2786
H (-0.70279, 0.32680, 2.97398)  0.2459
H (0.20181, -1.34648, 0.74385)  0.3562
H (-0.33468, 1.60312, 0.63653)  0.3058
H (-0.80233, -0.29597, -1.73580)  0.2910
H (1.17424, 1.93185, -1.39248)  0.3091
H (0.01656, 0.55056, -3.93533)  0.3073
H (0.66991, 2.16856, -3.90686)  0.3205
H (1.69419, 0.73368, -3.67541)  0.2673

**Net charge**: 0
**SMILES**: C/C=C/C=C/NC
**Relative energy (zero: lowest compared OMol25 entry of this formula, charge and spin)**: 1.882 eV
**E_HOMO**: -7.3 eV
**Kohn-Sham gap**: 8.40 eV


Entry 3:
The molecule C3H5N3, computed with ωB97M-V with the def2-TZVPD basis set.

Each line ends with the Mulliken charge.
Geometry (Å):
C (1.40546, -0.75227, -0.38026)  -0.7233
N (0.23565, -0.01328, 0.03018)  0.5532
C (-1.02527, -0.27859, -0.34691)  0.0022
N (-1.86613, 0.43840, 0.33029)  -0.5619
C (-1.05341, 1.24429, 1.06216)  0.0045
N (0.25173, 0.99290, 0.94151)  -0.7694
H (2.22797, -0.06218, -0.56223)  0.2744
H (1.68229, -1.47461, 0.39028)  0.2889
H (1.16122, -1.28903, -1.30337)  0.2794
H (-1.31479, -0.90500, -1.17018)  0.3218
H (-1.70473, 2.09936, 1.00853)  0.3301

**Net charge**: 0
**SMILES**: Cn1cncn1
**Relative energy (zero: lowest compared OMol25 entry of this formula, charge and spin)**: 1.665 eV
**E_HOMO**: -9.7 eV
**Kohn-Sham gap**: 10.58 eV


Entry 4:
A cluster of 18 separate species, H37O18 in total, computed with ωB97M-V with the def2-TZVPD basis set.

Each line ends with the Mulliken charge.
Geometry (Å):
O (-3.15452, 0.44223, -0.68485)  -0.8000
H (-3.98460, 0.68910, -0.21538)  0.3204
H (-2.47662, 1.07795, -0.33586)  0.3977
O (2.27167, 0.74080, 1.75652)  -0.6627
H (1.87862, -0.16264, 1.55930)  0.4019
O (-3.68855, -1.23258, 2.51205)  -0.8522
H (-3.09362, -1.33583, 1.73570)  0.5018
H (-3.09211, -0.86768, 3.19180)  0.4501
O (-1.77965, 0.25280, 3.75423)  -0.5934
H (-2.04379, 1.11483, 4.12310)  0.3074
H (-1.56449, -0.27042, 4.55016)  0.2817
O (-1.23119, -3.44394, -1.48214)  -0.7177
H (-0.29391, -3.19821, -1.41680)  0.3505
H (-1.51883, -2.78193, -2.11970)  0.3318
O (-1.37147, -0.46365, -2.52504)  -0.5819
H (-1.59140, -0.57225, -3.46081)  0.2698
H (-2.22102, -0.11506, -2.18308)  0.3116
O (-1.04890, 1.59170, 0.83845)  -0.5633
H (-1.56524, 2.25923, 1.31647)  0.3009
H (-0.91803, 0.94319, 1.54296)  0.2464
O (1.01649, 0.45046, -1.57378)  -0.6301
H (0.04028, 0.52924, -1.66427)  0.2869
H (1.20373, -0.51733, -1.19476)  0.4130
O (4.19370, -0.68566, 0.57437)  -0.5067
H (4.59431, -1.53391, 0.76522)  0.2536
H (4.85948, -0.08487, 0.22088)  0.2728
O (-1.70186, -1.41361, 0.74464)  -0.8156
H (-1.79496, -2.16170, 0.12046)  0.3475
H (-2.25912, -0.74703, 0.25140)  0.4411
O (-3.13209, 2.59368, 3.16840)  -0.6742
H (-3.56718, 2.06384, 2.45956)  0.4136
H (-3.69283, 3.38029, 3.23518)  0.2994
O (-4.53621, 1.03716, 1.46963)  -0.7812
H (-5.49552, 1.01651, 1.57777)  0.3098
H (-4.32350, 0.12569, 1.87266)  0.4904
O (1.38055, -1.94121, -0.95560)  -0.6371
H (1.66838, -1.83822, -0.02394)  0.3699
H (2.09398, -2.26665, -1.52493)  0.3323
O (2.40308, 0.43768, -4.29556)  -0.6398
H (1.59949, 0.59354, -3.76777)  0.2918
H (2.15135, 0.33147, -5.21965)  0.2794
O (4.12126, 1.86060, -2.03112)  -0.5902
H (3.91260, 1.69026, -2.96189)  0.3022
H (5.03452, 2.16226, -2.07495)  0.2724
O (1.82270, 2.24009, -0.10082)  -0.6308
H (1.14101, 1.51642, -0.55917)  0.4997
H (2.56208, 2.00786, -0.69534)  0.4867
O (0.78206, -1.24631, 1.59920)  -0.6439
H (0.90465, -1.62246, 2.48843)  0.2696
H (-0.13648, -1.48187, 1.29178)  0.2816
O (3.62554, -1.33411, -2.46296)  -0.6102
H (3.75255, -1.62901, -3.37811)  0.2580
H (3.11975, -0.52075, -2.52270)  0.3693
H (1.91310, 1.71617, 0.86555)  0.5330
H (3.23077, 0.60388, 1.84512)  0.3847

**Net charge**: +1
**Relative energy (zero: lowest compared OMol25 entry of this formula, charge and spin)**: 0.755 eV
**E_HOMO**: -13.8 eV
**Kohn-Sham gap**: 11.40 eV


- net charge of number 4 (H37O18)?
  +1


- Among the records above, which one has the highest net charge?
  H37O18


- The highest net charge belongs to which entry?
  H37O18